1.
The following is a DFT calculation (ωB97M-V/def2-TZVPD) of an isolated molecule of CH3Cl2PS2 in a non-equilibrium geometry.

Last column: Mulliken charge in e.
Element x y z (Å)
C: -1.519 -0.140 0.115  -0.664
P: 1.389 0.046 -0.034  0.624
S: 1.012 2.318 -0.402  -0.371
S: -0.154 -0.767 1.142  -0.063
Cl: 1.600 -1.132 -1.635  -0.141
Cl: 3.015 -0.272 1.034  -0.160
H: -2.278 0.275 0.773  0.292
H: -1.931 -0.970 -0.453  0.273
H: -1.134 0.641 -0.541  0.209

The gap between HOMO and LUMO is 8.0 eV. Its SMILES is CSP(=S)(Cl)Cl. The molar mass is 181.05 g mol⁻¹.

=====

2.
The following is a DFT calculation (ωB97M-V/def2-TZVPD) of a 2-piece molecular cluster, CH3Cl3O overall in a non-equilibrium geometry.

Last column: Mulliken charge in e.
Element x y z (Å)
Cl: 0.000 0.000 0.000  -0.120
Cl: 1.945 1.995 0.935  -0.094
Cl: 2.328 0.783 -1.778  -0.127
C: 1.151 1.300 -0.461  0.060
H: 0.523 2.106 -0.891  0.279
O: 6.182 3.421 -0.043  -0.642
H: 6.502 3.745 0.830  0.321
H: 6.793 2.685 -0.273  0.322

The gap between HOMO and LUMO is 11.7 eV. Its SMILES is ClC(Cl)Cl.O. The molar mass is 137.39 g mol⁻¹.

=====

3.
The following is a DFT calculation (ωB97M-V/def2-TZVPD) of a 2-piece molecular cluster, CH3Cl3Si overall in a non-equilibrium geometry.

Last column: Mulliken charge in e.
Element x y z (Å)
C: 2.657 -0.254 -0.121  -0.228
Si: 2.229 -0.160 -2.097  0.219
Cl: 4.025 -1.275 0.407  -0.144
Cl: 0.986 -0.842 0.525  -0.140
Cl: -1.837 -1.718 1.387  -0.282
H: 2.970 0.727 0.316  0.340
H: -1.559 -0.445 0.946  0.286
H: 1.838 1.253 -2.378  -0.050

The gap between HOMO and LUMO is 7.6 eV. The molar mass is 149.48 g mol⁻¹.

=====

4.
The following is a DFT calculation (ωB97M-V/def2-TZVPD) of a 2-piece molecular cluster, CH3Cl4NP2 overall in a non-equilibrium geometry.

Last column: Mulliken charge in e.
Element x y z (Å)
C: 0.562 -1.085 -1.075  -0.769
N: -0.489 -0.337 -0.448  -0.089
P: -1.086 -0.424 1.013  0.416
P: 0.467 2.694 0.072  0.335
Cl: -2.869 0.517 0.652  -0.175
Cl: -1.684 -2.391 1.726  -0.301
Cl: 2.436 2.480 -0.085  -0.157
Cl: 0.231 2.298 2.040  -0.152
H: 0.114 -2.030 -1.354  0.334
H: 0.790 -0.453 -1.963  0.260
H: 1.529 -1.270 -0.579  0.298

The gap between HOMO and LUMO (alpha / beta) is 7.9 / 5.9 eV. The molar mass is 232.80 g mol⁻¹.

=====

5.
The following is a DFT calculation (ωB97M-V/def2-TZVPD) of a 2-piece molecular cluster, CH3ClFN overall in a non-equilibrium geometry.

Last column: Mulliken charge in e.
Element x y z (Å)
C: -0.631 0.598 0.811  -0.400
N: 0.822 -0.359 -1.222  -0.333
F: 0.388 1.053 1.542  -0.209
Cl: -0.067 -1.533 -1.918  0.007
H: -0.718 -0.488 1.000  0.364
H: -1.021 1.409 0.180  0.300
H: 1.227 -0.680 -0.392  0.271

The gap between HOMO and LUMO (alpha / beta) is 7.8 / 10.2 eV. The molar mass is 83.49 g mol⁻¹.

=====

6.
The following is a DFT calculation (ωB97M-V/def2-TZVPD) of a 2-piece molecular cluster, CH3ClFNO3S overall in a non-equilibrium geometry.

Last column: Mulliken charge in e.
Element x y z (Å)
C: -0.344 1.072 -2.129  -0.076
N: -0.112 -0.672 -0.629  -0.408
O: 1.725 -0.065 0.997  -0.535
O: 0.018 -1.795 1.521  -0.476
O: 0.363 0.371 -1.317  0.075
F: 1.859 -2.280 -0.091  -0.340
S: 0.819 -1.085 0.606  1.171
Cl: -1.587 0.554 2.308  -0.264
H: 0.119 1.914 -2.530  0.311
H: -1.382 1.162 3.521  0.259
H: -1.479 0.825 -2.256  0.284

The gap between HOMO and LUMO (alpha / beta) is 8.5 / 8.5 eV. The molar mass is 163.56 g mol⁻¹.

=====

7.
The following is a DFT calculation (ωB97M-V/def2-TZVPD) of an isolated molecule of CH3ClFNS in a non-equilibrium geometry.

Last column: Mulliken charge in e.
Element x y z (Å)
C: 0.607 -0.784 -0.515  -0.088
N: 0.024 1.474 0.714  -0.468
F: 1.032 -1.689 0.400  -0.231
S: -0.623 0.087 0.653  0.363
Cl: -2.599 0.227 -0.468  -0.328
H: 1.547 -0.104 -0.833  0.206
H: 0.293 -1.191 -1.446  0.290
H: -0.282 1.981 1.493  0.256

The gap between HOMO and LUMO is 9.4 eV. The molar mass is 115.56 g mol⁻¹.

=====

8.
The following is a DFT calculation (ωB97M-V/def2-TZVPD) of a 2-piece molecular cluster, CH3ClFOP overall in a non-equilibrium geometry.

Last column: Mulliken charge in e.
Element x y z (Å)
C: 0.618 -0.457 0.713  -0.637
O: 0.447 0.693 -0.083  -0.067
F: -1.558 -1.421 -1.102  -0.716
P: -1.020 1.126 -0.274  0.598
Cl: -0.625 2.187 -1.839  -0.070
H: 1.741 -0.674 0.660  0.184
H: 0.045 -1.202 0.212  0.398
H: 0.352 -0.253 1.712  0.311

The gap between HOMO and LUMO (alpha / beta) is 8.0 / 8.0 eV. The molar mass is 116.46 g mol⁻¹.

=====

9.
The following is a DFT calculation (ωB97M-V/def2-TZVPD) of a 2-piece molecular cluster, CH3ClN2O2 overall in a non-equilibrium geometry.

Last column: Mulliken charge in e.
Element x y z (Å)
C: 2.251 0.569 -0.585  0.160
N: -0.394 -1.124 0.896  -0.606
N: -0.842 -0.591 -0.127  0.705
O: 1.413 1.098 0.071  -0.375
O: -0.887 -1.112 -1.229  -0.564
Cl: 3.140 -0.802 -0.055  -0.104
H: 2.541 0.871 -1.599  0.317
H: -0.424 -0.531 1.723  0.247
H: -1.219 0.400 -0.083  0.221

The gap between HOMO and LUMO is 10.7 eV. Its SMILES is [H]/N=[NH+]/[O-].O=CCl. The molar mass is 110.50 g mol⁻¹.

=====

10.
The following is a DFT calculation (ωB97M-V/def2-TZVPD) of a 2-piece molecular cluster, CH3ClN2O4 overall in a non-equilibrium geometry.

Last column: Mulliken charge in e.
Element x y z (Å)
C: -0.756 -0.689 1.364  0.196
N: 0.842 -0.833 -1.108  1.092
N: -0.119 -1.468 -0.785  -0.436
O: 0.996 0.544 -0.574  -0.442
O: 1.681 -1.189 -1.831  -0.617
O: 0.335 -0.812 1.826  -0.436
O: -1.066 -0.908 0.032  -0.104
Cl: -1.714 2.721 -0.353  -0.271
H: -1.577 -0.561 2.040  0.420
H: -0.407 2.542 -0.614  0.253
H: 1.784 0.652 0.002  0.345

The gap between HOMO and LUMO is 11.2 eV. Its SMILES is O=CO/N=[N+](/[O-])O.Cl. The molar mass is 142.50 g mol⁻¹.

=====

11.
The following is a DFT calculation (ωB97M-V/def2-TZVPD) of a 2-piece molecular cluster, CH3ClN3O overall in a non-equilibrium geometry.

Last column: Mulliken charge in e.
Element x y z (Å)
C: -0.890 -0.768 1.040  -0.075
N: 0.889 1.725 -1.195  -0.532
N: 1.076 -0.509 -0.737  -0.005
N: 1.152 0.568 -1.248  0.759
O: -1.609 0.219 1.356  -0.256
Cl: 1.377 -1.995 -1.303  0.187
H: -1.387 -1.724 1.317  0.216
H: 1.521 2.430 -1.409  0.308
H: -2.131 0.055 2.179  0.399

The gap between HOMO and LUMO (alpha / beta) is 6.5 / 6.9 eV. The total charge is +1. The molar mass is 108.51 g mol⁻¹.

=====

12.
The following is a DFT calculation (ωB97M-V/def2-TZVPD) of CH3ClNO as an isolated structure in a non-equilibrium geometry.

Last column: Mulliken charge in e.
Element x y z (Å)
C: -0.911 0.504 -0.126  -0.180
N: -0.032 -1.134 0.521  -0.399
O: -0.924 -0.792 -0.597  -0.224
Cl: 2.676 0.373 -0.173  -0.895
H: -0.108 1.145 -0.462  0.231
H: -1.630 0.802 0.615  0.225
H: 0.930 -0.897 0.221  0.242

The gap between HOMO and LUMO (alpha / beta) is 7.8 / 7.8 eV. The total charge is -1. The molar mass is 80.49 g mol⁻¹.

=====

13.
The following is a DFT calculation (ωB97M-V/def2-TZVPD) of CH3ClNO2S as an isolated structure in a non-equilibrium geometry.

Last column: Mulliken charge in e.
Element x y z (Å)
C: 0.249 0.199 -1.310  0.081
N: -0.081 0.090 -2.493  -0.499
O: -1.370 1.388 3.556  -0.532
O: -1.091 -0.034 1.533  -0.582
S: -1.402 0.038 3.012  0.139
Cl: 1.913 0.488 -0.964  -0.212
H: -0.590 0.232 -0.550  0.415
H: 0.592 0.249 -3.222  0.239
H: -0.030 -0.734 3.706  -0.049

The gap between HOMO and LUMO is 6.5 eV. The total charge is -1. The molar mass is 128.56 g mol⁻¹.

=====

14.
The following is a DFT calculation (ωB97M-V/def2-TZVPD) of a 2-piece molecular cluster, CH3ClO2PS overall in a non-equilibrium geometry.

Last column: Mulliken charge in e.
Element x y z (Å)
C: -1.151 0.086 -0.287  -0.535
O: 1.749 0.039 1.766  -0.568
O: -2.347 -0.699 -0.479  -0.521
P: 1.622 0.170 0.302  0.531
S: 2.419 1.762 -0.548  -0.516
Cl: 2.421 -1.550 -0.508  -0.309
H: -1.217 0.704 0.602  0.312
H: -2.527 -1.159 0.342  0.300
H: -0.970 0.648 -1.191  0.304

The gap between HOMO and LUMO (alpha / beta) is 6.9 / 7.7 eV. The total charge is -1. The molar mass is 145.53 g mol⁻¹.

=====

15.
The following is a DFT calculation (ωB97M-V/def2-TZVPD) of a 2-piece molecular cluster, CH3ClO2PS overall in a non-equilibrium geometry.

Last column: Mulliken charge in e.
Element x y z (Å)
C: 1.378 0.136 0.195  -0.802
O: -2.963 0.673 0.246  -0.567
O: -1.099 0.872 -1.561  -0.527
P: -1.602 0.563 -0.262  0.914
S: -0.076 0.629 1.216  -0.089
Cl: -0.562 -2.910 0.196  -0.867
H: 2.083 -0.677 0.600  0.254
H: 1.871 0.983 0.008  0.418
H: 0.971 -0.270 -0.638  0.266

The gap between HOMO and LUMO is 7.1 eV. The total charge is -1. The molar mass is 145.53 g mol⁻¹.

=====

16.
The following is a DFT calculation (ωB97M-V/def2-TZVPD) of a 2-piece molecular cluster, CH3ClO3S2 overall in a non-equilibrium geometry.

Last column: Mulliken charge in e.
Element x y z (Å)
C: 0.036 0.195 0.346  -0.960
O: 2.361 0.993 1.825  -0.396
O: 0.700 2.110 -1.284  -0.578
O: 1.936 0.000 -1.518  -0.551
S: 2.862 1.738 0.688  0.357
S: 1.284 0.928 -0.658  1.012
Cl: -2.349 2.212 -0.381  -0.016
H: -0.545 0.917 0.899  0.348
H: -0.506 -0.497 -0.328  0.361
H: 0.535 -0.394 1.014  0.423

The gap between HOMO and LUMO (alpha / beta) is 5.9 / 8.2 eV. The molar mass is 162.62 g mol⁻¹.

=====

17.
The following is a DFT calculation (ωB97M-V/def2-TZVPD) of a 2-piece molecular cluster, CH3ClOP2 overall in a non-equilibrium geometry.

Last column: Mulliken charge in e.
Element x y z (Å)
C: 1.439 -0.190 0.537  -0.494
O: -0.649 -1.629 1.007  -0.411
P: -0.411 -0.551 0.075  0.475
P: -3.079 0.841 -0.833  -0.015
Cl: 2.157 0.874 -0.803  -0.199
H: 1.491 0.427 1.446  0.304
H: 1.925 -1.184 0.650  0.302
H: -2.875 1.413 -2.077  0.037

The gap between HOMO and LUMO (alpha / beta) is 6.9 / 6.9 eV. The molar mass is 128.44 g mol⁻¹.

=====

18.
The following is a DFT calculation (ωB97M-V/def2-TZVPD) of an isolated molecule of CH3F2IN2OS in a non-equilibrium geometry.

Last column: Mulliken charge in e.
Element x y z (Å)
C: -0.983 -0.443 -0.040  0.603
N: 0.940 2.204 -0.995  -0.562
N: -0.737 -1.454 0.772  -0.289
O: 0.763 1.421 1.322  -0.482
F: -0.999 -0.792 -1.311  -0.235
F: -2.082 0.412 0.135  -0.237
S: 0.701 1.024 -0.030  0.531
I: 2.484 -0.883 0.040  -0.115
H: 1.290 2.045 -1.881  0.275
H: -0.914 -2.268 0.249  0.225
H: -0.463 -1.267 1.739  0.285

The gap between HOMO and LUMO is 7.9 eV. Its SMILES is N=[S@](=O)(I)C(N)(F)F. The molar mass is 256.02 g mol⁻¹.

=====

19.
The following is a DFT calculation (ωB97M-V/def2-TZVPD) of a 2-piece molecular cluster, CH3F2OPS overall in a non-equilibrium geometry.

Last column: Mulliken charge in e.
Element x y z (Å)
C: 1.056 -0.628 -0.127  -0.708
O: -0.357 -0.627 0.015  -0.086
F: -1.088 0.750 1.930  -0.226
F: 0.256 2.209 -1.748  -0.557
P: -1.286 0.579 0.307  0.746
S: -3.136 -0.080 0.030  -0.146
H: 1.530 -1.631 -0.089  0.296
H: 1.551 -0.215 0.723  0.319
H: 1.473 -0.357 -1.041  0.362

The gap between HOMO and LUMO (alpha / beta) is 5.7 / 5.7 eV. The molar mass is 132.07 g mol⁻¹.

=====

20.
The following is a DFT calculation (ωB97M-V/def2-TZVPD) of an isolated molecule of CH3F2PS in a non-equilibrium geometry.

Last column: Mulliken charge in e.
Element x y z (Å)
C: 0.399 1.305 0.000  -0.177
F: 1.052 1.174 1.167  -0.159
F: 1.322 0.751 -0.857  -0.206
P: -0.783 -0.040 -0.137  0.371
S: -0.094 -1.905 0.329  -0.298
H: -1.869 0.268 0.690  0.117
H: -1.386 -0.007 -1.344  0.110
H: 1.360 -1.546 0.152  0.241

The gap between HOMO and LUMO is 8.0 eV. Its SMILES is FC(F)=[PH2]S. The molar mass is 116.07 g mol⁻¹.

=====

The calculation returns the following energy above the lowest of the compared OMol25 structures with the same formula, charge and spin values, one per record and in order: 98.2; 4.5; 727.1; 283.0; 324.5; 106.6; 154.9; 465.4; 78.0; 72.2; 371.6; 524.0; 187.2; 339.8; 148.9; 276.3; 247.4; 58.2; 585.0; 492.6 kJ/mol.